An isolated ion of composition C6H5O3S and charge -1, computed with ωB97M-V/def2-TZVPD.

Geometry as XYZ:
```
15
C6H5O3S, DFT ωB97M-V/def2-TZVPD
C -0.54 -2.61 -0.57
C -1.37 -1.97 0.38
C 0.31 -1.67 -1.16
C -0.10 -0.45 -0.42
C 0.35 0.70 -0.87
C 0.46 2.71 1.21
O -2.05 -2.39 1.31
O 1.25 -1.79 -1.95
O -1.06 -0.63 0.52
S -0.01 2.38 -0.53
H -0.30 -3.60 -0.96
H 1.18 0.66 -1.69
H 1.11 1.98 1.66
H -0.32 3.05 1.86
H 1.10 3.62 1.22
```

As for the lowest unoccupied orbital energy: 3.08 eV. The value obtained for the total energy is -855.56180 Eh. The max |F| comes out at 4.20 eV/A. The HOMO energy comes out at -4.1 eV. Its SMILES is CS/C=C1\OC(=O)C=C1[O-]. The energy above the lowest of the compared OMol25 structures with the same formula, charge and spin comes out at 18.5 kcal per mole. Its charge is -1.

A 2-piece molecular cluster, C6H5O7S overall, computed with ωB97M-V/def2-TZVPD.

Geometry as XYZ:
```
19
C6H5O7S, DFT ωB97M-V/def2-TZVPD
C -1.67 -0.53 -0.02
C -1.59 1.01 -0.44
C 0.88 1.13 -0.20
C -0.35 -1.02 0.56
C 0.92 -0.39 0.11
C -0.30 1.30 -1.01
O 1.14 -0.23 -2.80
O -2.72 -1.04 0.12
O -2.53 1.78 -0.36
O 1.66 1.94 0.24
O -1.24 -0.74 -2.20
O -0.64 1.07 -3.73
O -0.29 3.11 -1.90
S -0.25 0.26 -2.61
H -0.64 -0.79 1.66
H -0.38 -2.21 0.58
H 1.01 -0.75 -0.85
H 1.61 -0.55 0.98
H -0.45 2.68 -2.65
```

As for the lowest unoccupied orbital energy: 2.81 eV. The value obtained for the total energy is -1156.44420 Eh. The max |F| comes out at 7.42 eV/A. The HOMO energy comes out at -6.2 eV. The energy above the lowest of the compared OMol25 structures with the same formula, charge and spin comes out at 66.1 kcal per mole. Its charge is -1.

One molecule with the formula C6H5P3, computed with ωB97M-V/def2-TZVPD.

Geometry as XYZ:
```
14
C6H5P3, DFT ωB97M-V/def2-TZVPD
C 1.12 1.22 1.28
C 0.64 0.09 1.87
C 1.03 1.65 -0.06
C 0.40 0.94 -1.11
C -1.36 -1.26 -1.64
C -0.17 -0.79 1.15
P -2.15 -2.83 -1.46
P -2.01 -3.60 0.45
P -0.36 -0.46 -0.49
H 1.72 1.95 1.98
H 0.86 0.04 2.88
H 1.50 2.52 -0.24
H 0.58 1.26 -2.07
H -1.81 -0.73 -2.54
```

As for the lowest unoccupied orbital energy (spin up / spin down): -2.16 / -2.11 eV. The value obtained for the total energy is -1255.46020 Eh. The max |F| comes out at 4.02 eV/A. The HOMO energy (spin up / spin down) comes out at -7.8 / -7.8 eV.

One molecule with the formula C6H6, computed with ωB97M-V/def2-TZVPD.

Geometry as XYZ:
```
12
C6H6, DFT ωB97M-V/def2-TZVPD
C -0.25 1.27 -1.99
C 0.82 0.18 -1.91
C 1.36 -0.73 -1.27
C 0.77 -0.77 0.00
C 0.16 -0.67 1.02
C -0.27 -0.91 2.38
H 0.08 2.27 -1.62
H -1.28 0.96 -1.63
H -0.31 1.33 -3.05
H -1.19 -1.49 2.33
H -0.40 0.05 2.87
H 0.52 -1.47 2.87
```

As for the lowest unoccupied orbital energy: -0.03 eV. The value obtained for the total energy is -232.01149 Eh. The max |F| comes out at 2.66 eV/A. The HOMO energy comes out at -8.5 eV. Its SMILES is CC#CC#CC. The energy above the lowest of the compared OMol25 structures with the same formula, charge and spin comes out at 134.8 kcal per mole.

One molecule with the formula C6H6, computed with ωB97M-V/def2-TZVPD.

Geometry as XYZ:
```
12
C6H6, DFT ωB97M-V/def2-TZVPD
C -2.50 -0.89 -1.21
C -1.71 -0.36 -0.47
C -0.71 0.28 0.38
C 0.60 0.60 -0.40
C 1.76 0.72 0.47
C 2.74 0.37 1.09
H -3.19 -1.36 -1.88
H -0.49 -0.35 1.25
H -1.13 1.22 0.79
H 0.99 -0.22 -1.00
H 0.42 1.41 -1.11
H 3.59 -0.17 1.44
```

As for the lowest unoccupied orbital energy: 0.95 eV. The value obtained for the total energy is -232.07386 Eh. The max |F| comes out at 1.03 eV/A. The HOMO energy comes out at -10.0 eV. Its SMILES is C#CCCC#C. The energy above the lowest of the compared OMol25 structures with the same formula, charge and spin comes out at 95.7 kcal per mole.

C6H6 as an isolated structure, computed with ωB97M-V/def2-TZVPD.

Geometry as XYZ:
```
12
C6H6, DFT ωB97M-V/def2-TZVPD
C -0.23 0.38 -1.61
C 0.62 0.12 -0.36
C -0.03 0.59 0.88
C -0.60 0.57 1.98
C 0.69 -1.30 0.08
C 0.55 -2.35 0.74
H -1.22 -0.08 -1.49
H -0.34 1.45 -1.81
H 0.27 -0.09 -2.46
H 1.60 0.60 -0.45
H -1.10 0.74 2.91
H -0.22 -0.63 1.59
```

As for the lowest unoccupied orbital energy: -0.44 eV. The value obtained for the total energy is -231.91993 Eh. The max |F| comes out at 0.91 eV/A. The HOMO energy comes out at -8.5 eV. The energy above the lowest of the compared OMol25 structures with the same formula, charge and spin comes out at 192.3 kcal per mole.

- Look up the max |F| of the fifth one.
  1.03 eV/A